Entry 1:
Entry from the Open Molecules 2025 dataset: 17 unconnected molecules or ions with the total composition C47H136N8O17 (ωB97M-V/def2-TZVPD).

Output
* LUMO energy: 0.33 eV
* spin multiplicity: 1
* net charge: 0

CARTESIAN COORDINATES (ANGSTROEM)
C (1.51, 1.43, 5.36)
O (1.83, 1.94, 4.08)
H (0.68, 1.93, 5.87)
H (1.24, 0.37, 5.23)
H (2.39, 1.46, 6.02)
H (2.79, 1.85, 3.91)
C (0.35, -2.63, 3.98)
O (-0.77, -1.78, 4.02)
H (1.26, -2.17, 4.38)
H (0.19, -3.56, 4.54)
H (0.51, -2.88, 2.92)
H (-1.09, -1.75, 4.94)
C (-0.46, -3.26, -7.24)
O (0.07, -2.28, -6.36)
H (0.27, -3.44, -8.02)
H (-0.62, -4.15, -6.64)
H (-1.36, -2.93, -7.77)
H (-0.61, -2.13, -5.67)
C (2.08, -5.18, -3.38)
C (0.58, -5.05, -3.58)
O (0.02, -6.34, -3.80)
H (2.28, -5.41, -2.34)
H (2.56, -4.22, -3.60)
H (2.46, -5.92, -4.08)
H (0.29, -4.39, -4.41)
H (0.07, -4.61, -2.71)
H (-0.93, -6.30, -3.62)
C (2.74, -2.81, 0.04)
C (3.76, -3.89, -0.28)
O (3.31, -5.15, 0.22)
H (2.61, -2.67, 1.12)
H (1.79, -3.11, -0.39)
H (2.99, -1.82, -0.34)
H (4.75, -3.62, 0.11)
H (3.84, -3.98, -1.37)
H (4.04, -5.73, -0.03)
C (-2.57, 0.25, -5.70)
C (-3.21, -1.09, -5.41)
O (-2.20, -1.91, -4.81)
H (-2.17, 0.75, -4.82)
H (-3.27, 0.91, -6.23)
H (-1.82, 0.13, -6.49)
H (-3.50, -1.63, -6.31)
H (-4.11, -1.01, -4.80)
H (-2.67, -2.64, -4.35)
C (-3.30, 1.00, -2.07)
C (-4.02, 2.00, -2.95)
O (-4.74, 2.97, -2.18)
H (-2.77, 1.54, -1.28)
H (-2.49, 0.48, -2.59)
H (-3.93, 0.22, -1.63)
H (-4.65, 1.53, -3.71)
H (-3.26, 2.57, -3.50)
H (-5.20, 2.49, -1.47)
C (-5.27, -2.35, 1.80)
C (-3.85, -1.76, 1.71)
O (-3.79, -0.60, 0.90)
H (-5.18, -3.29, 2.35)
H (-5.61, -2.57, 0.79)
H (-5.94, -1.71, 2.36)
H (-3.11, -2.50, 1.40)
H (-3.53, -1.52, 2.73)
H (-2.89, -0.24, 1.01)
C (2.72, -0.89, -4.58)
C (3.77, -1.00, -3.50)
O (4.66, -2.06, -3.88)
H (3.10, -0.57, -5.55)
H (2.04, -0.09, -4.29)
H (2.11, -1.79, -4.66)
H (3.37, -1.24, -2.50)
H (4.41, -0.12, -3.39)
H (5.39, -2.13, -3.27)
C (-0.79, 0.06, 8.27)
C (-1.96, -0.44, 7.42)
C (-2.33, 0.47, 6.24)
O (-3.42, -0.11, 5.56)
C (-3.75, 0.65, 4.40)
N (-1.66, -1.78, 6.90)
H (-0.54, -0.67, 9.04)
H (-1.02, 1.06, 8.65)
H (0.04, 0.17, 7.58)
H (-2.84, -0.56, 8.06)
H (-1.45, 0.56, 5.58)
H (-2.54, 1.49, 6.57)
H (-2.97, 0.53, 3.63)
H (-3.83, 1.71, 4.64)
H (-4.69, 0.29, 3.98)
H (-1.50, -2.35, 7.72)
H (-2.43, -2.15, 6.37)
C (4.00, 4.15, 2.28)
C (4.31, 2.66, 2.06)
C (5.47, 2.36, 1.11)
O (5.16, 2.72, -0.23)
C (6.25, 2.54, -1.10)
N (4.57, 2.07, 3.37)
H (3.18, 4.29, 2.99)
H (3.84, 4.69, 1.35)
H (4.84, 4.61, 2.81)
H (3.39, 2.22, 1.66)
H (5.71, 1.29, 1.05)
H (6.39, 2.91, 1.36)
H (7.06, 3.25, -0.92)
H (5.96, 2.49, -2.15)
H (6.66, 1.53, -0.94)
H (5.23, 2.67, 3.86)
H (5.02, 1.16, 3.32)
C (1.20, 0.37, 1.17)
C (-0.28, 0.32, 0.79)
C (-0.58, -0.88, -0.11)
O (0.24, -0.79, -1.25)
C (0.11, -1.90, -2.10)
N (-1.19, 0.33, 1.95)
H (1.55, -0.46, 1.77)
H (1.36, 1.30, 1.72)
H (1.75, 0.41, 0.23)
H (-0.59, 1.18, 0.19)
H (-1.64, -0.94, -0.37)
H (-0.39, -1.81, 0.46)
H (0.68, -1.70, -3.01)
H (-0.92, -2.12, -2.41)
H (0.55, -2.78, -1.63)
H (-1.02, 1.15, 2.53)
H (-0.95, -0.47, 2.54)
C (2.03, 4.27, -5.47)
C (1.75, 2.78, -5.44)
C (0.25, 2.48, -5.21)
O (-0.14, 2.83, -3.89)
C (0.24, 1.91, -2.89)
N (2.28, 2.22, -6.67)
H (3.10, 4.46, -5.57)
H (1.63, 4.77, -4.59)
H (1.55, 4.71, -6.35)
H (2.32, 2.36, -4.61)
H (-0.03, 1.45, -5.45)
H (-0.33, 3.16, -5.84)
H (0.04, 2.39, -1.93)
H (1.30, 1.64, -2.92)
H (-0.31, 0.97, -2.94)
H (2.03, 1.24, -6.76)
H (1.78, 2.59, -7.47)
C (8.18, 1.06, 3.17)
C (8.14, -0.43, 3.45)
C (7.02, -1.16, 2.73)
O (5.75, -0.59, 3.00)
C (4.70, -1.19, 2.28)
N (9.45, -1.00, 3.04)
H (7.29, 1.56, 3.56)
H (8.22, 1.19, 2.08)
H (9.08, 1.54, 3.56)
H (8.03, -0.63, 4.52)
H (7.03, -2.21, 3.04)
H (7.22, -1.19, 1.65)
H (4.37, -2.12, 2.77)
H (4.87, -1.42, 1.23)
H (3.86, -0.49, 2.33)
H (9.46, -0.97, 2.02)
H (10.19, -0.40, 3.36)
C (-3.76, -3.56, -1.55)
C (-3.13, -4.47, -2.59)
C (-3.32, -5.97, -2.33)
O (-2.66, -6.69, -3.37)
C (-2.73, -8.10, -3.15)
N (-3.60, -4.18, -3.95)
H (-4.85, -3.65, -1.57)
H (-3.41, -2.55, -1.74)
H (-3.45, -3.84, -0.54)
H (-2.05, -4.31, -2.57)
H (-4.40, -6.20, -2.37)
H (-2.95, -6.28, -1.35)
H (-2.10, -8.32, -2.29)
H (-2.38, -8.66, -4.00)
H (-3.76, -8.39, -2.91)
H (-3.37, -4.99, -4.52)
H (-4.62, -4.21, -3.96)
C (-0.26, 5.43, 3.57)
C (-1.16, 4.38, 2.87)
C (-0.94, 4.36, 1.36)
O (-1.20, 5.62, 0.81)
C (-1.19, 5.60, -0.59)
N (-0.81, 3.06, 3.39)
H (-0.48, 6.43, 3.18)
H (0.78, 5.20, 3.34)
H (-0.48, 5.51, 4.63)
H (-2.18, 4.68, 3.09)
H (-1.54, 3.56, 0.91)
H (0.12, 4.08, 1.24)
H (-0.16, 5.43, -0.93)
H (-1.52, 6.55, -1.01)
H (-1.86, 4.82, -0.97)
H (0.21, 2.96, 3.40)
H (-1.06, 2.96, 4.37)
C (-4.19, 2.77, 1.54)
C (-5.68, 2.56, 1.33)
C (-6.40, 3.89, 1.06)
O (-6.32, 4.74, 2.17)
C (-7.25, 5.81, 2.08)
N (-5.86, 1.62, 0.22)
H (-3.71, 3.00, 0.58)
H (-3.72, 1.83, 1.84)
H (-4.01, 3.51, 2.32)
H (-6.11, 2.16, 2.26)
H (-7.43, 3.65, 0.77)
H (-6.00, 4.40, 0.17)
H (-7.15, 6.39, 2.99)
H (-8.28, 5.44, 2.05)
H (-7.06, 6.35, 1.15)
H (-6.83, 1.35, 0.18)
H (-5.28, 0.79, 0.35)

Entry 2:
Entry from the Open Molecules 2025 dataset: a molecular structure, C50H157F3N9O32Zr (ωB97M-V/def2-TZVPD).

Output
* LUMO energy: -2.20 eV
* spin multiplicity: 1
* net charge: +1

CARTESIAN COORDINATES (ANGSTROEM)
Zr (2.41, -3.36, -1.81)
C (1.59, -4.15, 1.66)
O (1.96, -3.71, 0.35)
H (0.54, -4.00, 1.92)
H (1.68, -5.24, 1.69)
H (2.07, -3.80, 2.58)
C (1.20, -4.35, -5.02)
O (2.00, -4.01, -3.91)
H (1.81, -4.44, -5.93)
H (0.60, -5.19, -4.67)
H (0.52, -3.62, -5.47)
C (1.01, -0.17, -1.27)
O (1.20, -0.66, 0.05)
O (1.42, -1.31, -2.02)
C (-0.35, 0.57, -1.50)
F (-0.54, 0.77, -2.78)
F (-1.36, -0.05, -0.99)
F (-0.27, 1.79, -0.97)
C (1.44, 0.25, 1.14)
C (1.56, -0.54, 2.49)
H (1.56, 0.19, 3.29)
H (0.78, -1.29, 2.60)
H (2.53, -1.03, 2.59)
H (0.63, 0.98, 1.27)
H (2.44, 0.64, 0.92)
H (1.82, 0.56, -1.24)
C (-4.51, 1.58, -3.64)
C (-4.52, 1.73, -5.11)
C (-5.61, 2.61, -5.62)
O (-6.95, 2.03, -5.52)
C (-7.33, 1.13, -6.54)
N (-3.23, 2.38, -5.50)
H (-5.38, 1.16, -3.14)
H (-4.47, 2.59, -3.23)
H (-3.73, 0.95, -3.20)
H (-4.70, 0.77, -5.58)
H (-5.46, 2.87, -6.67)
H (-5.81, 3.47, -4.98)
H (-7.27, 1.59, -7.53)
H (-8.35, 0.86, -6.28)
H (-6.83, 0.19, -6.35)
H (-2.44, 1.86, -5.17)
H (-3.13, 3.30, -5.08)
C (-5.74, 4.68, 3.79)
C (-4.49, 5.13, 3.07)
C (-4.32, 4.50, 1.73)
O (-5.12, 5.26, 0.78)
C (-4.92, 4.79, -0.55)
N (-4.45, 6.56, 2.90)
H (-5.76, 4.94, 4.85)
H (-5.70, 3.59, 3.73)
H (-6.67, 4.83, 3.24)
H (-3.55, 4.97, 3.60)
H (-4.44, 3.42, 1.85)
H (-3.29, 4.57, 1.39)
H (-5.67, 5.30, -1.16)
H (-5.07, 3.72, -0.69)
H (-4.02, 4.96, -1.13)
H (-3.53, 6.74, 2.50)
H (-5.00, 6.63, 2.06)
C (7.14, -2.14, 8.30)
C (6.23, -1.69, 7.14)
C (5.30, -2.93, 6.85)
O (4.70, -2.68, 5.60)
C (3.51, -3.52, 5.33)
N (5.41, -0.63, 7.54)
H (7.68, -3.05, 8.02)
H (6.50, -2.37, 9.15)
H (7.79, -1.38, 8.73)
H (6.77, -1.30, 6.28)
H (4.54, -3.12, 7.62)
H (5.93, -3.81, 6.76)
H (4.01, -4.45, 5.59)
H (3.35, -3.51, 4.25)
H (2.66, -3.17, 5.91)
H (5.36, -0.54, 8.55)
H (4.43, -0.77, 7.35)
C (4.35, 0.41, -5.75)
C (3.44, -0.75, -6.23)
C (3.20, -0.65, -7.72)
O (2.70, -1.83, -8.34)
C (2.67, -1.75, -9.78)
N (4.08, -1.95, -5.75)
H (4.89, 0.14, -4.85)
H (3.91, 1.41, -5.74)
H (5.18, 0.47, -6.46)
H (2.43, -0.73, -5.80)
H (4.17, -0.36, -8.14)
H (2.48, 0.10, -8.04)
H (3.69, -1.61, -10.12)
H (1.93, -1.08, -10.23)
H (2.35, -2.74, -10.09)
H (4.86, -1.96, -6.40)
H (3.45, -2.61, -6.18)
C (4.83, -7.74, -0.13)
C (4.77, -6.72, 1.05)
C (5.71, -7.16, 2.13)
O (5.53, -6.37, 3.25)
C (6.40, -6.64, 4.28)
N (5.33, -5.45, 0.46)
H (5.76, -8.14, -0.52)
H (4.36, -7.48, -1.07)
H (4.29, -8.61, 0.23)
H (3.71, -6.60, 1.29)
H (6.76, -7.04, 1.86)
H (5.51, -8.17, 2.49)
H (6.08, -6.06, 5.15)
H (7.31, -6.07, 4.06)
H (6.48, -7.71, 4.44)
H (6.27, -5.53, 0.10)
H (5.40, -4.76, 1.19)
C (-3.92, 1.18, 4.91)
C (-4.05, -0.01, 3.83)
C (-5.57, -0.37, 3.59)
O (-5.74, -1.53, 2.70)
C (-6.87, -1.39, 1.82)
N (-3.60, 0.45, 2.56)
H (-4.31, 2.04, 4.37)
H (-2.89, 1.34, 5.23)
H (-4.57, 1.00, 5.76)
H (-3.63, -0.98, 4.08)
H (-6.09, 0.54, 3.31)
H (-5.89, -0.58, 4.62)
H (-7.22, -2.38, 1.51)
H (-6.61, -0.95, 0.86)
H (-7.71, -0.84, 2.26)
H (-3.81, -0.26, 1.87)
H (-2.62, 0.72, 2.57)
C (-2.54, -1.45, 6.73)
C (-1.03, -1.11, 6.89)
C (-0.05, -2.17, 6.38)
O (-0.36, -2.82, 5.15)
C (-0.97, -4.10, 5.31)
N (-0.88, 0.21, 6.25)
H (-2.68, -2.22, 7.50)
H (-2.69, -1.86, 5.73)
H (-3.29, -0.70, 6.93)
H (-0.93, -0.85, 7.94)
H (0.24, -2.89, 7.15)
H (0.89, -1.63, 6.26)
H (-1.05, -4.54, 4.32)
H (-1.89, -4.13, 5.89)
H (-0.36, -4.76, 5.93)
H (-0.09, 0.12, 5.64)
H (-1.66, 0.19, 5.60)
C (-4.16, -2.87, -0.15)
C (-3.00, -2.56, 0.81)
C (-3.22, -3.47, 2.01)
O (-3.38, -4.81, 1.61)
C (-2.18, -5.55, 1.41)
N (-1.75, -2.57, 0.03)
H (-4.14, -3.94, -0.37)
H (-4.15, -2.50, -1.17)
H (-5.12, -2.56, 0.26)
H (-2.98, -1.52, 1.15)
H (-4.19, -3.36, 2.50)
H (-2.42, -3.45, 2.76)
H (-1.50, -5.29, 2.22)
H (-1.63, -5.16, 0.55)
H (-2.39, -6.61, 1.28)
H (-1.92, -1.93, -0.73)
H (-0.94, -2.27, 0.55)
C (-6.54, 6.46, -3.54)
C (-5.43, 7.48, -3.94)
C (-4.57, 6.96, -5.12)
O (-4.03, 5.66, -4.85)
C (-2.72, 5.81, -4.28)
N (-6.18, 8.62, -4.30)
H (-6.15, 5.47, -3.30)
H (-7.31, 6.35, -4.30)
H (-7.13, 6.75, -2.67)
H (-4.81, 7.68, -3.06)
H (-3.75, 7.67, -5.22)
H (-5.21, 6.89, -6.00)
H (-2.20, 4.88, -4.07)
H (-2.68, 6.39, -3.36)
H (-2.00, 6.25, -4.97)
H (-7.05, 8.40, -4.76)
H (-5.53, 8.76, -5.05)
C (0.94, 2.56, -4.89)
C (1.11, 3.43, -6.11)
O (0.10, 4.43, -6.12)
O (1.36, 3.20, -3.75)
H (1.66, 1.74, -4.89)
H (0.06, 1.93, -4.76)
H (0.88, 2.91, -7.03)
H (2.10, 3.89, -6.11)
H (-0.34, 4.20, -6.94)
H (0.72, 3.83, -3.42)
C (-2.19, -1.84, -4.63)
C (-2.87, -2.29, -3.33)
O (-2.68, -3.63, -2.95)
O (-2.66, -2.50, -5.77)
H (-1.12, -2.06, -4.55)
H (-2.37, -0.77, -4.69)
H (-3.93, -2.08, -3.44)
H (-2.52, -1.59, -2.57)
H (-3.36, -4.11, -3.43)
H (-1.88, -2.69, -6.30)
C (0.40, 7.01, 1.79)
C (-1.02, 6.47, 1.48)
O (-1.96, 7.38, 0.90)
O (0.58, 7.92, 2.87)
H (0.55, 7.56, 0.86)
H (1.22, 6.29, 1.74)
H (-1.47, 6.12, 2.41)
H (-0.95, 5.67, 0.74)
H (-2.15, 7.04, 0.03)
H (-0.04, 8.65, 2.77)
C (4.23, 2.02, 3.31)
C (5.02, 1.46, 4.64)
O (4.24, 1.57, 5.80)
O (5.06, 2.12, 2.14)
H (3.64, 2.93, 3.44)
H (3.45, 1.31, 3.05)
H (6.02, 1.87, 4.73)
H (4.92, 0.38, 4.52)
H (4.77, 1.04, 6.41)
H (5.46, 1.25, 2.02)
O (5.00, 0.04, -1.75)
H (4.51, 0.84, -1.96)
H (5.83, 0.36, -1.39)
O (1.06, 5.10, -1.53)
H (1.45, 5.84, -2.01)
H (1.76, 4.81, -0.95)
O (2.00, -5.64, -1.70)
H (1.61, -6.02, -0.92)
H (1.80, -6.27, -2.40)
O (4.05, -2.15, -0.45)
H (4.48, -1.33, -0.70)
H (4.34, -2.32, 0.44)
O (3.76, 2.46, -2.37)
H (3.08, 2.78, -2.96)
H (3.73, 3.06, -1.62)
O (4.88, -2.21, 2.13)
H (4.50, -1.90, 2.95)
H (5.82, -2.10, 2.25)
O (2.75, 4.04, 6.32)
H (3.31, 3.27, 6.23)
H (3.36, 4.77, 6.44)
O (-0.03, -3.83, -1.80)
H (-0.70, -4.05, -2.45)
H (-0.52, -3.57, -1.02)
O (4.28, -4.41, -1.66)
H (4.53, -4.72, -0.79)
H (4.72, -5.02, -2.26)
O (2.98, 4.20, 0.12)
H (3.84, 4.56, 0.33)
H (2.78, 3.63, 0.86)
O (4.01, -2.20, -3.13)
H (4.57, -1.45, -2.90)
H (3.90, -2.14, -4.08)

Entry 3:
Entry from the Open Molecules 2025 dataset: a gas-phase ion, C3H8N2O (charge +2) (ωB97M-V/def2-TZVPD).

Output
* LUMO energy: -8.00 eV
* spin multiplicity: 1
* SMILES: [NH3+]C#C[NH2+]CO
* net charge: +2

CARTESIAN COORDINATES (ANGSTROEM)
N (1.61, 2.11, -1.32)
C (0.96, 1.08, -0.64)
C (0.53, 0.13, -0.06)
N (0.04, -1.00, 0.61)
C (-1.48, -0.99, 0.59)
O (-1.75, -1.90, 1.61)
H (2.10, 1.69, -2.09)
H (2.24, 2.43, -0.56)
H (0.87, 2.75, -1.58)
H (0.53, -1.78, -0.01)
H (0.39, -0.92, 1.57)
H (-1.78, -1.09, -0.45)
H (-1.83, -0.02, 0.99)
H (-2.42, -2.49, 1.34)

Entry 4:
Entry from the Open Molecules 2025 dataset: a gas-phase ion, C7H6N3O3 (charge +1) (ωB97M-V/def2-TZVPD).

Output
* LUMO energy: -6.47 eV
* spin multiplicity: 1
* SMILES: O=[N+]([O-])C1=C2C=CC=[N+](O)[C@H]2N=C1
* net charge: +1

CARTESIAN COORDINATES (ANGSTROEM)
O (3.85, -0.55, -0.38)
N (2.96, 0.22, -0.12)
O (3.03, 1.42, -0.03)
C (1.66, -0.35, 0.11)
C (0.49, 0.33, 0.33)
C (0.06, 1.68, 0.20)
C (-1.24, 1.90, -0.13)
C (-2.16, 0.84, -0.38)
N (-1.86, -0.40, -0.18)
O (-2.69, -1.42, -0.43)
C (-0.53, -0.75, 0.57)
N (0.07, -1.99, 0.21)
C (1.32, -1.76, 0.03)
H (0.79, 2.48, 0.25)
H (-1.60, 2.91, -0.30)
H (-3.14, 1.04, -0.81)
H (-2.20, -2.27, -0.40)
H (-0.82, -0.80, 1.63)
H (2.02, -2.55, -0.18)

| no. | energy (eV) | highest occupied orbital energy (hartree) | Kohn-Sham gap (eV) |
| --- | --- | --- | --- |
| 1 | -97668.315 | -0.320 | 9.04 |
| 2 | -142745.582 | -0.365 | 7.72 |
| 3 | -8246.304 | -0.723 | 11.68 |
| 4 | -17955.822 | -0.524 | 7.80 |